(1)
ORCA calculation (ωB97M-V/def2-TZVPD) on one molecule with the formula C21H26N4O4.

ΔE to the lowest compared entry with this formula, charge and spin   2.857 eV
SMILES string   CCOC(=O)/C(C#N)=C/C(C(=O)OCC)=C(/N)N1CCN(c2ccccc2)CC1
Gap between HOMO and LUMO   8.16 eV
Total energy   -36349.5337 eV
HOMO level   -7.9 eV

```
55
Properties=species:S:1:pos:R:3:forces:R:3
C 1.7166 -5.0753 4.2991 0.024 0.186 -0.371
C 2.3501 -4.8104 2.9403 0.370 -0.169 0.435
O 1.5172 -3.9914 2.1263 -0.233 0.200 -0.133
C 1.5791 -2.6645 2.3358 0.303 0.076 0.113
O 2.3231 -2.1418 3.1346 -0.037 -0.125 0.025
C 0.6519 -1.9328 1.4574 0.627 0.607 0.526
C -0.1233 -2.7141 0.5922 -0.595 -0.488 -0.408
N -0.7466 -3.3973 -0.0934 -0.086 -0.144 -0.067
C 0.5823 -0.5706 1.6104 -0.308 -0.455 0.001
C -0.2396 0.3899 0.9828 0.353 0.149 0.108
C -0.4112 1.6663 1.6710 -0.235 0.238 -0.237
O -1.2778 2.4950 1.4148 0.187 0.032 0.274
O 0.4843 1.8773 2.6429 0.154 -0.233 -0.003
C 0.3545 3.0935 3.3751 -0.164 0.513 0.282
C 1.3183 3.0438 4.5455 -0.192 -0.167 -0.391
C -0.9622 0.1864 -0.2265 -0.363 0.115 -0.125
N -2.1108 0.8519 -0.4286 0.065 -0.165 -0.047
N -0.5169 -0.6711 -1.1668 -0.238 0.279 0.178
C -1.3527 -1.2158 -2.2197 -0.238 -0.223 -0.203
C -0.7638 -0.8086 -3.5907 -0.083 0.085 0.059
N 0.0178 0.3988 -3.4608 0.025 -0.093 -0.220
C -0.6115 1.6354 -3.4075 -0.068 0.153 -0.115
C 0.1453 2.8101 -3.3190 0.102 0.003 0.078
C -0.4593 4.0496 -3.2851 -0.023 -0.022 0.046
C -1.8373 4.1695 -3.3569 -0.131 0.110 -0.009
C -2.5978 3.0233 -3.4870 -0.007 0.132 0.020
C -2.0015 1.7742 -3.5095 0.024 -0.149 -0.165
C 1.2046 0.1459 -2.6681 0.240 -0.061 0.087
C 0.8842 -0.8123 -1.4859 0.405 0.167 -0.112
H 0.7304 -5.5154 4.1721 -0.068 -0.076 0.030
H 1.6196 -4.1424 4.8493 0.003 0.026 0.071
H 2.3424 -5.7573 4.8679 0.051 -0.087 0.086
H 2.4725 -5.7372 2.3756 0.010 0.136 0.043
H 3.3206 -4.3176 3.0661 -0.133 -0.143 -0.080
H 1.2053 -0.1953 2.4139 -0.001 -0.083 -0.032
H 0.5779 3.9354 2.7089 -0.084 -0.129 0.095
H -0.6831 3.1962 3.7128 0.182 0.019 -0.082
H 2.3376 2.9328 4.1859 0.130 0.018 0.027
H 1.0843 2.1974 5.1854 0.003 -0.052 0.113
H 1.2407 3.9605 5.1229 0.006 0.088 0.065
H -2.4113 1.0421 -1.3755 0.133 -0.046 0.100
H -2.2703 1.5961 0.2534 -0.004 -0.136 -0.065
H -2.3789 -0.8773 -2.0923 0.057 -0.030 -0.008
H -1.3467 -2.3058 -2.1067 -0.088 0.125 -0.030
H -0.0871 -1.5874 -3.9528 -0.093 0.009 -0.006
H -1.5430 -0.6787 -4.3405 0.034 -0.088 0.017
H 1.2230 2.7597 -3.3028 0.074 -0.029 -0.009
H 0.1560 4.9341 -3.2122 0.062 0.067 0.005
H -2.3069 5.1399 -3.3272 -0.046 0.091 -0.002
H -3.6733 3.0923 -3.5655 -0.083 0.005 -0.015
H -2.6393 0.9126 -3.6385 -0.015 -0.127 0.013
H 1.5824 1.0848 -2.2679 -0.004 -0.080 -0.039
H 1.9794 -0.3005 -3.3019 0.049 0.055 0.112
H 1.5068 -0.5587 -0.6318 -0.040 -0.108 -0.115
H 1.0730 -1.8532 -1.7582 -0.015 0.027 0.082
```
Positions in Å, forces in eV/Å.

Löwdin atomic charge list, values in e, 4 entries:
1 C -0.062
2 C -0.218
3 O -0.012
4 C -0.467

=====

(2)
ORCA calculation (ωB97M-V/def2-TZVPD) on C3H9NO3 as an isolated structure.

ΔE to the lowest compared entry with this formula, charge and spin   2.083 eV
Gap between HOMO and LUMO   10.21 eV
Total energy   -10888.4980 eV
HOMO level   -9.9 eV

```
16
Properties=species:S:1:pos:R:3:forces:R:3
H -2.0061 0.0300 -0.6142 2.033 1.383 -1.420
O -1.7418 0.2833 -1.8967 0.407 -3.731 2.423
N -1.3729 0.2291 0.5573 -0.094 0.613 -1.173
H -2.0031 1.0485 -2.3128 -1.058 2.594 -1.274
H -1.9510 -0.0298 1.2935 -1.488 -0.661 1.729
H -1.3161 1.2529 0.6503 0.149 -0.449 -0.396
C -0.0488 -0.3763 0.8688 -0.558 0.392 -0.173
H -0.2323 -1.4617 0.9472 0.120 0.328 -0.179
C 0.9597 -0.1657 -0.2899 2.303 0.865 1.370
O 2.1108 0.1774 0.0605 -2.552 -0.895 -1.192
O 0.6081 -0.4488 -1.5108 0.016 0.074 -0.556
H -0.3669 -0.2245 -1.9151 0.184 0.289 1.389
C 0.4369 0.0939 2.2571 -1.670 -0.533 -0.035
H -0.2904 -0.2980 3.0281 0.580 0.473 -0.727
H 1.2994 -0.5110 2.3445 1.418 0.087 0.747
H 0.5727 1.1826 2.4374 0.209 -0.830 -0.534
```
Positions in Å, forces in eV/Å.

Löwdin atomic charge list, values in e, 4 entries:
1 H 0.166
2 O -0.229
3 N 0.071
4 H -0.034

=====

(3)
ORCA calculation (ωB97M-V/def2-TZVPD) on a 2-piece molecular cluster, C6H9N2PS2 overall.

ΔE to the lowest compared entry with this formula, charge and spin   2.789 eV
Gap between HOMO and LUMO (spin up / spin down)   7.39 / 5.77 eV
Total energy   -40305.0867 eV
HOMO level (spin up / spin down)   -8.8 / -8.0 eV

```
20
Properties=species:S:1:pos:R:3:forces:R:3
C 1.3450 0.8046 -2.5888 1.945 1.396 -1.717
C 0.4863 0.0400 -1.9166 -2.411 -4.352 0.288
C 1.8088 1.9734 -2.0085 0.922 1.741 -0.261
C -0.0095 0.2643 -0.6328 0.036 0.982 0.059
C 1.3165 2.3158 -0.7486 0.348 0.814 0.107
C 0.3999 1.4949 -0.0371 0.287 -0.870 -1.568
N -1.6175 -2.6089 1.2204 1.453 -2.796 -1.156
N -2.3841 -0.6397 2.5569 -0.389 1.128 -0.662
P -0.9850 -1.4605 2.0806 -0.054 -0.076 0.788
S -0.1272 -2.0890 3.9581 -0.002 0.301 -0.085
S -0.2863 2.0213 1.3824 -0.446 0.338 1.189
H 1.6751 0.4726 -3.6027 -0.247 0.503 1.007
H 0.2464 -0.8883 -2.5122 -0.297 0.809 1.206
H 2.5229 2.6396 -2.6098 -1.144 -0.935 1.272
H -0.7297 -0.3455 -0.0323 0.883 0.350 -1.339
H 1.5420 3.2639 -0.2220 0.188 -0.616 -0.688
H -1.0637 -3.4901 0.9329 -1.000 2.031 0.726
H -3.0952 -1.3144 2.3468 -0.700 -0.835 0.539
H -2.6384 0.0384 1.8279 0.660 0.469 0.518
H -0.0151 -0.8160 4.4183 -0.032 -0.379 -0.224
```
Positions in Å, forces in eV/Å.

Löwdin atomic charge list, values in e, 4 entries:
1 C -0.123
2 C -0.118
3 C -0.078
4 C -0.104

=====

(4)
ORCA calculation (ωB97M-V/def2-TZVPD) on an isolated ion of composition C4H9N4 and charge +1.

ΔE to the lowest compared entry with this formula, charge and spin   3.788 eV
SMILES string   CCC1(C(N)=[NH2+])N=N1
Gap between HOMO and LUMO   10.82 eV
Total energy   -10244.2107 eV
Net charge   +1
HOMO level   -14.5 eV

```
17
Properties=species:S:1:pos:R:3:forces:R:3
C 1.2937 0.6611 0.9175 0.769 0.616 -1.796
C 1.3107 -0.7680 0.4147 1.595 0.288 0.420
C 0.0467 -1.1165 -0.2775 -3.353 2.033 0.825
C -1.4968 -0.0204 -0.1491 6.937 -0.751 -2.341
N -2.4905 -0.5503 0.4113 -3.830 2.057 0.815
N -1.2912 1.0604 -0.8914 -3.109 1.731 0.529
N -0.1160 -1.9421 -1.4449 0.782 0.740 -1.972
N -0.4005 -2.4528 -0.4001 -0.891 -1.955 1.598
H 2.2939 1.0241 1.1880 -0.436 -0.410 0.645
H 0.5168 0.8329 1.6325 -0.194 0.413 0.592
H 1.1310 1.2537 -0.0092 -0.235 0.135 0.786
H 1.6413 -1.4813 1.2068 -0.824 0.231 -0.501
H 2.1431 -0.7734 -0.3019 -0.300 -0.392 -0.187
H -2.4457 -1.2628 1.0824 0.675 -1.513 0.672
H -3.3412 0.0197 0.5573 0.357 -0.471 -0.435
H -0.3844 1.2027 -1.2030 1.939 -0.233 -0.597
H -1.8180 1.9840 -1.0967 0.119 -2.517 0.947
```
Positions in Å, forces in eV/Å.

Löwdin atomic charge list, values in e, 4 entries:
1 C -0.094
2 C -0.204
3 C -0.330
4 C -0.225